{"formula": "C7H10", "method": "ωB97M-V/def2-TZVPD", "elements": ["C", "C", "C", "C", "C", "C", "C", "H", "H", "H", "H", "H", "H", "H", "H", "H", "H"], "coordinates": [[2.0756, 0.5441, 0.0680], [1.0404, -0.5684, 0.2690], [-0.3978, -0.1853, -0.1383], [-1.1915, -1.2028, -0.9346], [-1.6231, -0.8723, 0.4527], [-0.6658, 1.2408, -0.1944], [-0.9424, 2.3863, 0.0626], [2.1795, 0.8181, -0.9883], [3.0590, 0.2222, 0.4291], [1.7933, 1.4495, 0.6126], [1.3429, -1.4366, -0.3288], [1.0571, -0.8833, 1.3198], [-1.8047, -0.9094, -1.7809], [-0.6895, -2.1621, -1.0474], [-1.4946, -1.5698, 1.2738], [-2.4928, -0.2252, 0.5346], [-1.2456, 3.3543, 0.3905]], "nbo_charge": [-0.61, -0.38, -0.15, -0.39, -0.38, 0.00, -0.26, 0.21, 0.21, 0.22, 0.20, 0.20, 0.22, 0.22, 0.21, 0.23, 0.24], "total_energy_ev": -7418.247, "multiplicity": 1, "lumo_energy_ha": 0.0422, "de_lowest_kj_mol": 269.0, "smiles": "C#CC1(CC)CC1", "orbital_gap_ha": 0.377}

---

{"formula": "C7H10", "method": "ωB97M-V/def2-TZVPD", "elements": ["C", "C", "C", "C", "C", "C", "C", "H", "H", "H", "H", "H", "H", "H", "H", "H", "H"], "coordinates": [[-0.3167, 2.3737, 0.0843], [-1.3550, 1.3156, 0.4006], [0.0907, 1.0538, 0.7291], [0.8781, 0.1931, -0.1483], [1.7053, -0.8751, 0.3073], [0.7266, -1.6980, 0.1542], [-0.0719, -2.6086, -0.6850], [-0.2781, 2.6556, -0.9594], [-1.8130, 0.8629, -0.4662], [-1.9648, 1.3776, 1.2933], [0.2743, 1.0794, 1.7942], [-0.2896, 3.2951, 0.6594], [0.5919, 0.2147, -1.1984], [2.6742, -0.7737, 0.7974], [0.6147, -3.2668, -1.2118], [-0.6434, -2.0940, -1.4743], [-0.8232, -3.1054, -0.0762]], "nbo_charge": [-0.42, -0.42, -0.26, -0.22, -0.21, 0.06, -0.67, 0.22, 0.21, 0.21, 0.23, 0.21, 0.19, 0.18, 0.24, 0.22, 0.23], "total_energy_ev": -7415.925, "multiplicity": 1, "lumo_energy_ha": 0.0374, "de_lowest_kj_mol": 493.0, "orbital_gap_ha": 0.301}

---

{"formula": "C7H10", "method": "ωB97M-V/def2-TZVPD", "elements": ["C", "C", "C", "C", "C", "C", "C", "H", "H", "H", "H", "H", "H", "H", "H", "H", "H"], "coordinates": [[-1.8132, 0.5063, -0.2527], [-1.1039, -0.8192, -0.0271], [0.2551, -1.2457, -0.4294], [1.3603, 1.1463, -0.9894], [1.3522, 1.0270, 0.3462], [1.0948, -0.2531, 0.9869], [-0.0567, -1.1379, 0.9916], [-2.1824, 0.5843, -1.2834], [-2.6793, 0.5843, 0.4160], [-1.1578, 1.3563, -0.0668], [-1.8150, -1.6490, 0.0520], [0.6986, -1.9317, -1.1399], [1.3200, 2.1093, -1.4816], [1.4330, 0.2637, -1.6149], [1.6296, 1.8842, 0.9646], [1.7872, -0.4808, 1.8241], [-0.1225, -1.9443, 1.7038]], "nbo_charge": [-0.62, -0.23, -0.25, -0.36, -0.24, -0.18, -0.26, 0.21, 0.21, 0.22, 0.21, 0.23, 0.19, 0.21, 0.21, 0.22, 0.22], "total_energy_ev": -7416.019, "multiplicity": 1, "lumo_energy_ha": 0.0382, "de_lowest_kj_mol": 484.0, "orbital_gap_ha": 0.326}